# 1
Computed, not measured: 2 unconnected molecules or ions with the total composition C5H10N in a non-equilibrium geometry, with wB97M-V/def2-TZVPD.

Summary:
Kohn-Sham gap = 5.0 eV
Total charge = +1

Last column: Mulliken charge in e.
Element x y z (Å)
C (0.6185, -2.3013, 2.9335)  -0.44
C (1.2431, -1.5104, 2.0482)  -0.12
C (-1.1181, 1.5764, -1.3680)  0.16
C (-1.6086, 2.5932, -2.1078)  -0.62
C (0.4902, -0.0347, -0.4435)  -0.33
N (-0.2172, 0.5420, -1.7333)  -0.13
H (1.1302, -3.0769, 3.4318)  0.27
H (-0.4329, -2.1849, 3.1459)  0.23
H (-1.5631, 1.3878, -0.3671)  0.29
H (2.3225, -1.6828, 1.7960)  0.26
H (0.6540, -1.1559, 1.2215)  -0.13
H (-1.3548, 2.7163, -3.1754)  0.23
H (-2.2636, 3.3067, -1.6647)  0.26
H (1.5563, 0.1305, -0.6385)  0.30
H (0.1393, -1.0819, -0.5302)  0.42
H (0.4041, 0.7760, -2.5483)  0.33

# 2
Computed, not measured: a gas-phase ion, C5H10N (charge +1) in a non-equilibrium geometry, with wB97M-V/def2-TZVPD.

Summary:
Kohn-Sham gap = 10.4 eV
Total charge = +1

Last column: Mulliken charge in e.
Element x y z (Å)
C (-2.4990, -0.7795, -0.2692)  -1.09
C (-1.4292, 0.1902, 0.5097)  -0.01
C (-0.1037, -0.2963, 1.0033)  -0.67
C (0.1622, 0.4540, -0.2084)  0.05
C (1.2284, 0.7808, -0.9452)  -0.46
N (2.6910, 0.4587, -0.1284)  -0.39
H (-2.0723, -1.6575, -0.6552)  0.36
H (-2.9526, -0.1054, -0.9550)  0.33
H (-3.3927, -1.1757, 0.3222)  0.32
H (-1.9253, 1.3141, 0.6343)  0.31
H (0.6639, -0.1510, 1.9825)  0.36
H (-0.0346, -1.3408, 0.6426)  0.34
H (1.1840, 1.4072, -1.7050)  0.51
H (2.9787, -0.2303, -0.8491)  0.39
H (2.2335, -0.1297, 0.6228)  0.33
H (3.2678, 1.2612, -0.0022)  0.32

# 3
Computed, not measured: 2 unconnected molecules or ions with the total composition C5H10N in a non-equilibrium geometry, with wB97M-V/def2-TZVPD.

Summary:
Kohn-Sham gap (alpha / beta) = 7.8 / 7.8 eV
Total charge = +1

Last column: Mulliken charge in e.
Element x y z (Å)
C (-2.8085, 1.2841, -0.4557)  -0.25
C (1.4819, -0.2161, -0.1303)  -0.31
C (-0.9116, -0.2552, 0.0522)  0.05
C (1.8784, 0.9992, 0.4039)  -0.88
C (-0.8788, -1.7777, 0.2681)  -0.81
N (-1.9170, 0.5205, -0.0819)  0.01
H (-3.0341, 1.4313, -1.5663)  0.26
H (-3.3256, 1.7941, 0.3484)  0.28
H (1.6028, -1.1494, 0.4212)  0.37
H (1.3740, -0.4045, -1.1990)  0.37
H (1.9337, 1.0980, 1.4902)  0.32
H (1.3630, 1.8444, -0.0748)  0.31
H (2.9132, 1.1864, -0.0008)  0.35
H (-1.2720, -1.7895, 1.3356)  0.30
H (0.1351, -2.1953, 0.1038)  0.32
H (-1.6155, -2.0397, -0.5253)  0.32

# 4
Computed, not measured: a gas-phase ion, C5H10N (charge +1) in a non-equilibrium geometry, with wB97M-V/def2-TZVPD.

Summary:
Kohn-Sham gap = 9.3 eV
Total charge = +1

Last column: Mulliken charge in e.
Element x y z (Å)
C (2.8952, 1.3106, 0.3501)  -0.10
N (1.8317, 0.9720, -0.2575)  0.01
C (0.7212, 0.3818, 0.4109)  0.09
C (-0.4588, 0.3440, -0.1903)  -0.47
C (-1.6586, -0.3134, 0.3992)  -0.45
C (-1.8964, -1.5678, -0.4689)  -1.11
H (3.0035, 1.0265, 1.3902)  0.24
H (3.6829, 1.8384, -0.1716)  0.27
H (1.7200, 1.2070, -1.2409)  0.31
H (0.8632, -0.1503, 1.3426)  0.30
H (-0.5843, 0.7948, -1.1692)  0.27
H (-1.5447, -0.5528, 1.4568)  0.33
H (-2.5176, 0.3503, 0.3402)  0.29
H (-2.6299, -2.2631, -0.0730)  0.34
H (-1.0108, -2.1367, -0.7481)  0.34
H (-2.4166, -1.2414, -1.3705)  0.33

# 5
Computed, not measured: a gas-phase ion, C5H10N (charge +1) in a non-equilibrium geometry, with wB97M-V/def2-TZVPD.

Summary:
Kohn-Sham gap (alpha / beta) = 8.9 / 8.3 eV
Total charge = +1

Last column: Mulliken charge in e.
Element x y z (Å)
C (-1.6453, -0.3543, 0.1253)  0.08
C (-1.8166, 0.5524, -0.8039)  -0.61
C (-0.5748, -1.1136, 0.8100)  -0.49
C (0.6275, -0.3294, 0.3252)  0.13
C (1.2440, 0.7717, 1.1248)  -1.09
N (0.8020, -0.3056, -1.1681)  -0.23
H (-1.0895, 1.3187, -1.2628)  0.26
H (-2.8689, 0.5885, -1.2391)  0.26
H (-0.6468, -1.0888, 1.8860)  0.37
H (-0.5313, -2.2384, 0.4636)  0.26
H (0.6399, 0.7975, 2.1529)  0.30
H (1.1249, 1.7690, 0.8076)  0.37
H (2.3375, 0.5203, 1.4362)  0.33
H (0.1776, -0.9670, -1.6761)  0.42
H (1.8352, -0.4912, -1.4265)  0.41
H (0.3847, 0.5703, -1.5551)  0.22

# 6
Computed, not measured: a gas-phase ion, C5H10N (charge +1) in a non-equilibrium geometry, with wB97M-V/def2-TZVPD.

Summary:
Kohn-Sham gap = 9.7 eV
Total charge = +1

Last column: Mulliken charge in e.
Element x y z (Å)
C (-2.2445, -0.7563, -0.4100)  -0.65
C (-1.1185, -0.3809, 0.6670)  -0.05
N (0.1684, 0.1174, 0.3097)  0.22
C (0.2187, 1.1842, -0.8412)  -0.98
C (1.2877, -0.7344, -0.0420)  -0.22
C (1.4338, 0.1297, 1.1220)  -0.34
H (-3.2287, -1.0877, -0.0839)  0.28
H (-2.1602, -0.7510, -1.5413)  0.22
H (-1.4097, -0.2561, 1.7273)  0.35
H (1.2261, 1.5464, -0.7985)  0.36
H (-0.1023, 0.5545, -1.7333)  0.42
H (-0.4649, 2.0096, -0.5428)  0.32
H (1.7017, -0.4545, -1.0855)  0.24
H (1.2967, -1.8105, 0.0984)  0.30
H (1.3320, -0.3228, 2.0452)  0.31
H (2.0639, 1.0124, 1.1090)  0.21

# 7
Computed, not measured: a gas-phase ion, C5H10N (charge +1) in a non-equilibrium geometry, with wB97M-V/def2-TZVPD.

Summary:
Kohn-Sham gap = 10.1 eV
Total charge = +1

Last column: Mulliken charge in e.
Element x y z (Å)
C (2.5965, -0.1828, 0.2828)  -0.92
C (1.4771, -0.7197, -0.1793)  -0.36
C (0.0916, -0.1995, -0.0828)  0.26
N (0.1381, 1.2548, 0.1003)  -0.11
C (-1.0163, -0.9348, -0.1643)  -0.12
C (-2.2935, -0.2138, -0.1706)  -1.19
H (2.5376, 0.6460, 0.9821)  0.35
H (3.5018, -0.6431, -0.0269)  0.27
H (1.6580, -1.5522, -0.7459)  0.38
H (1.1955, 1.2712, 0.3788)  0.18
H (-0.6004, 1.3752, 0.8805)  0.44
H (-0.1116, 1.7623, -0.7606)  0.35
H (-0.9963, -1.9692, -0.1734)  0.52
H (-2.4027, 0.7055, 0.5082)  0.30
H (-3.1796, -0.8224, 0.2989)  0.31
H (-2.5958, 0.2225, -1.1278)  0.34

# 8
Computed, not measured: a gas-phase ion, C5H10N (charge +1) in a non-equilibrium geometry, with wB97M-V/def2-TZVPD.

Summary:
Kohn-Sham gap = 9.5 eV
Total charge = +1

Last column: Mulliken charge in e.
Element x y z (Å)
C (-3.0330, -0.2810, 0.1551)  -1.15
C (-1.4946, -0.1432, 0.0097)  -0.25
C (-0.6408, 0.8687, -0.0739)  -0.29
C (0.8808, 0.8830, -0.2203)  0.31
N (1.4984, -0.1867, 0.0616)  -0.06
C (2.9795, -0.3398, 0.1656)  -0.77
H (-3.2496, -1.1346, 0.7075)  0.36
H (-3.4240, -0.5180, -0.9255)  0.29
H (-3.4623, 0.6568, 0.5263)  0.35
H (-1.1841, -1.1350, -0.3246)  0.28
H (-0.9125, 1.9191, -0.0744)  0.34
H (1.4258, 1.6937, -0.7914)  0.36
H (0.8498, -0.9854, 0.3274)  0.24
H (3.1630, -1.0131, -0.6886)  0.34
H (3.3908, 0.6145, 0.0853)  0.33
H (3.2129, -0.8991, 1.0601)  0.31

# 9
Computed, not measured: a gas-phase ion, C5H10N2 (charge -1) in a non-equilibrium geometry, with wB97M-V/def2-TZVPD.

Summary:
Kohn-Sham gap (alpha / beta) = 5.3 / 6.3 eV
Total charge = -1
Spin multiplicity = 2

Last column: Mulliken charge in e.
Element x y z (Å)
C (0.6306, 0.9851, 1.3741)  -0.46
C (0.6552, -0.4479, 0.7871)  -0.50
C (-0.3732, -0.6566, -0.3525)  0.07
C (-1.0927, -1.8121, -0.4009)  -1.10
C (0.5942, 0.1375, -2.4754)  -0.79
N (-0.1279, 0.2508, -1.3661)  -0.39
N (-0.7084, 1.6781, 1.3039)  -0.64
H (0.8693, 1.0933, 2.4362)  0.41
H (1.2819, 1.6127, 0.7574)  0.18
H (0.3695, -1.1748, 1.5455)  0.36
H (1.6303, -0.5572, 0.3158)  0.27
H (-1.5604, -2.1700, 0.5098)  0.26
H (-1.3785, -2.1945, -1.3737)  0.34
H (1.5576, 0.6631, -2.6244)  0.25
H (0.0292, -0.2298, -3.3627)  0.24
H (-1.0473, 1.6276, 2.2546)  0.21
H (-1.3293, 1.1946, 0.6714)  0.30

# 10
Computed, not measured: a molecular structure, C5H10N2 in a non-equilibrium geometry, with wB97M-V/def2-TZVPD.

Summary:
Kohn-Sham gap = 10.1 eV

Last column: Mulliken charge in e.
Element x y z (Å)
C (-0.6576, 0.0854, 0.0275)  0.21
C (-0.2151, -1.0457, -0.7939)  -0.79
C (1.2996, 0.3443, 0.3177)  -0.34
C (0.2871, 1.2289, -0.2913)  -0.53
C (0.2897, -0.1352, 1.2932)  -0.56
H (-2.3605, -0.5550, 0.4183)  0.31
H (-2.2216, 1.1061, 0.7240)  0.28
H (-0.4072, -0.9242, -1.8703)  0.34
H (-0.5339, -2.0824, -0.4018)  0.31
H (1.5363, -0.4262, -1.6190)  0.29
H (2.3165, 0.6416, 0.5509)  0.48
H (0.3005, 1.3656, -1.3669)  0.32
H (0.0937, 2.0183, 0.4330)  0.36
H (0.0861, 0.5573, 2.1078)  0.30
H (0.4010, -1.1641, 1.6752)  0.31
N (-2.0644, 0.3484, 0.0718)  -0.65
N (1.3170, -0.8346, -0.6389)  -0.64

The evaluated molar mass for the records listed, in turn: 84.1; 84.1; 84.1; 84.1; 84.1; 84.1; 84.1; 84.1; 98.1; 98.1 g mol⁻¹.
The evaluated ΔE to the lowest compared entry with this formula, charge and spin for the records listed, in turn: 169.1; 116.6; 102.9; 21.8; 109.4; 93.5; 46.1; 31.2; 46.8; 45.0 kcal per mole.